# 1
Entry from OMol25: the molecule C2HNO3 at a distorted geometry (the ωB97M-V functional and the def2-TZVPD basis).

```
7
Properties=species:S:1:pos:R:3:forces:R:3
C -0.8971 -0.8370 -0.0065 -0.10 -4.16 0.53
C 1.5939 -0.0440 0.1365 -0.26 -1.03 -0.18
N -0.7380 0.4047 -0.1907 0.27 1.80 0.09
O -1.6501 -1.7479 0.0534 1.35 1.58 -0.14
O 2.7169 0.2974 0.0278 -1.84 -0.23 0.21
O 0.5200 0.9661 -0.1449 -0.39 1.68 -0.32
H -1.5455 0.9607 0.1245 0.97 0.35 -0.19
```
Positions in Å, forces in eV/Å.

As for the energy relative to the best compared isomer or geometry (same formula, charge and spin): 111.0 kcal/mol. The calculation puts the strongest force on any atom at 4.19 eV/Å. The calculation puts the electronic energy at -9717.615 eV. The calculation puts the HOMO energy (alpha / beta) at -9.210 / -8.692 eV. Its molecular weight is 87.03 g mol⁻¹. The calculation puts the HOMO-LUMO gap (alpha / beta) at 8.24 / 7.31 eV.


# 2
Entry from OMol25: a structure of composition C34H37N4P2ReSbSe4Te at a distorted geometry (the ωB97M-V functional and the def2-TZVPD basis).

```
84
Properties=species:S:1:pos:R:3:forces:R:3
Re 1.9727 -2.2556 -0.0739 1.08 0.40 -0.25
N 1.6006 -3.0707 1.8855 -0.12 -0.08 -0.02
C 0.1542 -3.3172 2.0908 -0.11 0.00 -0.07
C -0.3548 -4.0263 0.8500 0.01 0.04 0.00
N -0.0563 -3.1451 -0.2996 0.32 -0.32 0.04
C -0.1670 -3.8144 -1.6106 0.00 0.03 -0.06
C 0.3275 -2.8416 -2.6641 -0.17 0.06 0.03
N 1.5953 -2.2072 -2.2043 -0.02 -0.10 0.00
H 2.1112 -3.9523 1.9772 0.07 0.09 0.11
H 1.9852 -2.4733 2.6237 -0.04 0.06 -0.06
H -0.3428 -2.3502 2.1876 0.02 -0.06 0.01
H -0.0195 -3.8948 3.0001 0.02 -0.02 -0.03
H -1.4279 -4.2255 0.9183 0.03 0.03 -0.01
H 0.1674 -4.9748 0.6975 -0.02 0.03 0.03
H -0.7452 -2.3720 -0.2593 -0.10 0.07 0.07
H -1.2016 -4.1079 -1.8119 0.00 0.06 0.01
H 0.4464 -4.7168 -1.5926 -0.02 0.04 -0.03
H -0.4026 -2.0486 -2.8219 0.09 -0.13 0.01
H 0.4969 -3.3559 -3.6104 0.05 -0.02 0.04
H 1.6434 -1.2796 -2.6163 -0.03 0.01 0.08
H 2.3731 -2.7816 -2.5998 -0.03 0.03 -0.04
Te -0.9642 2.1818 1.8817 0.01 0.14 -0.28
C -1.1902 3.6925 0.4184 0.07 0.02 0.01
C -0.3089 3.7956 -0.6505 -0.08 -0.05 0.00
C -0.5071 4.7988 -1.5843 0.07 -0.01 -0.06
N -1.4950 5.6889 -1.5245 0.00 0.05 -0.05
C -2.3273 5.5859 -0.4945 -0.09 0.04 0.04
C -2.2230 4.6166 0.4931 -0.02 -0.01 0.03
C -0.4293 0.6268 0.5988 -0.23 -0.57 0.55
P 1.1895 -0.0139 0.7730 -0.04 0.33 -0.14
C 2.2383 1.3733 0.1785 0.07 -0.10 -0.02
C 2.5514 2.4593 0.9903 0.05 -0.04 0.08
C 3.1750 3.5805 0.4601 0.02 0.04 0.01
C 3.4978 3.6336 -0.8858 0.00 0.01 -0.01
C 3.2059 2.5506 -1.7039 0.01 0.02 -0.01
C 2.5841 1.4345 -1.1710 -0.05 -0.04 -0.03
C 1.6576 -0.0923 2.5595 -0.12 0.02 -0.01
C 2.9833 -0.0287 2.9850 0.03 0.00 -0.06
C 3.3044 -0.1590 4.3266 0.00 -0.04 0.04
C 2.3058 -0.3623 5.2680 0.01 0.00 0.00
C 0.9832 -0.4446 4.8581 0.02 -0.01 0.05
C 0.6655 -0.3106 3.5152 -0.04 -0.04 -0.07
P -1.6882 -0.4697 -0.0390 0.17 0.41 -0.38
C -1.6433 -0.2260 -1.8750 -0.20 0.16 0.05
C -2.5668 -0.9070 -2.6706 -0.04 -0.01 0.08
C -2.5371 -0.7930 -4.0495 0.01 0.00 -0.06
C -1.5695 -0.0029 -4.6625 0.01 -0.02 0.02
C -0.6523 0.6837 -3.8816 0.04 -0.01 -0.06
C -0.6949 0.5757 -2.4961 0.00 -0.01 0.06
C -3.3098 0.3029 0.2818 -0.04 -0.20 0.10
C -4.1581 -0.2906 1.2115 0.06 -0.01 0.03
C -5.4191 0.2326 1.4561 -0.04 0.04 0.02
C -5.8457 1.3539 0.7611 -0.01 -0.01 0.02
C -5.0070 1.9521 -0.1703 -0.01 0.05 0.03
C -3.7475 1.4302 -0.4089 0.06 0.05 -0.01
H 0.5106 3.0997 -0.7638 0.03 0.01 -0.01
H 0.1713 4.8969 -2.4257 0.01 -0.02 -0.01
H -3.1345 6.3103 -0.4587 0.00 0.01 0.01
H -2.9558 4.5772 1.2891 -0.01 0.00 0.02
H 2.3084 2.4373 2.0436 -0.04 0.01 0.00
H 3.4026 4.4180 1.1059 0.00 0.02 0.01
H 3.9789 4.5109 -1.2963 0.01 0.02 -0.01
H 3.4680 2.5729 -2.7534 0.00 0.00 -0.03
H 2.3652 0.5947 -1.8208 -0.02 0.02 0.01
H 3.7767 0.1173 2.2627 -0.01 0.03 0.01
H 4.3405 -0.1197 4.6322 0.03 0.02 0.02
H 2.5577 -0.4573 6.3152 0.01 -0.02 0.03
H 0.1961 -0.6041 5.5832 -0.01 0.00 0.02
H -0.3725 -0.3786 3.2038 0.01 0.08 -0.01
H -3.3206 -1.5306 -2.1995 -0.02 0.01 0.01
H -3.2674 -1.3177 -4.6518 -0.01 -0.02 -0.01
H -1.5409 0.0836 -5.7403 0.00 0.00 -0.03
H 0.0917 1.3175 -4.3501 -0.01 0.01 0.00
H -0.0063 1.1337 -1.8759 0.05 0.02 0.04
H -3.8252 -1.1703 1.7507 0.00 -0.02 -0.01
H -6.0680 -0.2368 2.1839 -0.01 -0.01 0.00
H -6.8327 1.7594 0.9405 -0.01 0.01 0.01
H -5.3315 2.8331 -0.7085 -0.02 0.01 -0.02
H -3.0976 1.9090 -1.1309 0.02 -0.01 -0.03
Se 4.7200 -3.7113 2.9351 -0.05 0.07 0.14
Sb 5.1829 -3.6084 0.6100 -0.12 -0.48 -0.39
Se 4.1407 -1.2971 -0.2127 -0.86 0.02 0.26
Se 2.9115 -4.5835 -0.5254 0.21 -0.23 0.42
Se 3.4168 -4.7944 -2.7569 0.09 0.05 -0.25
```
Positions in Å, forces in eV/Å.

The spin multiplicity is 2. The calculation puts the strongest force on any atom at 1.18 eV/Å. The calculation puts the electronic energy at -337744.607 eV. The calculation puts the HOMO energy (alpha / beta) at -7.101 / -7.095 eV. The expectation value of S² is 0.787. Its molecular weight is 1315.05 g mol⁻¹. The calculation puts the HOMO-LUMO gap (alpha / beta) at 5.05 / 5.21 eV.


# 3
Entry from OMol25: a structure of composition C3H2O3Yb at a distorted geometry (the ωB97M-V functional and the def2-TZVPD basis).

```
9
Properties=species:S:1:pos:R:3:forces:R:3
O 2.2198 -0.3604 0.0679 0.54 0.11 0.07
C 1.0772 -0.9743 -0.0544 -1.06 -0.15 -0.09
C -0.0648 -0.2486 0.0529 0.83 -0.73 -0.45
O -0.0137 1.2328 0.0291 -0.47 0.40 0.31
Yb 2.1931 1.7738 0.1103 -0.29 -0.03 0.00
H 1.0428 -2.0526 -0.2404 0.05 0.27 0.18
C -1.2061 0.3866 -0.3977 0.23 -0.48 -0.18
O -2.4265 0.5322 0.0503 -0.09 0.63 0.08
H -2.8218 -0.2895 0.3820 0.26 -0.01 0.07
```
Positions in Å, forces in eV/Å.

Its total charge is +1. The spin multiplicity is 2. As for the energy relative to the best compared isomer or geometry (same formula, charge and spin): 78.2 kcal/mol. The calculation puts the strongest force on any atom at 1.19 eV/Å. The calculation puts the electronic energy at -40804.602 eV. The calculation puts the HOMO energy (alpha / beta) at -11.430 / -12.318 eV. The expectation value of S² is 0.765. Its molecular weight is 259.09 g mol⁻¹. The calculation puts the HOMO-LUMO gap (alpha / beta) at 6.13 / 7.00 eV.


# 4
Entry from OMol25: a structure of composition C6H5BrNO3S at a distorted geometry (the ωB97M-V functional and the def2-TZVPD basis).

```
17
Properties=species:S:1:pos:R:3:forces:R:3
C -0.0119 -0.4634 -0.0234 -0.22 -0.20 0.01
C -0.5934 1.8756 0.2586 -4.06 -0.93 1.49
C 0.9140 -1.3734 -0.3294 -0.07 -0.17 0.09
C 0.5565 -2.8300 -0.1722 0.02 0.19 -0.04
C -2.4513 0.4546 0.7918 3.26 1.89 -0.82
C 1.6100 1.3279 -0.4129 0.21 0.26 -0.07
N 0.2520 0.9306 -0.0563 0.99 -0.50 -0.36
O -0.6435 -3.0192 0.1658 0.12 -0.49 -0.08
O -0.6104 3.0673 0.3375 0.54 -0.64 -0.30
O 1.4305 -3.6734 -0.3591 0.68 -0.40 -0.20
S -1.6129 -1.0916 0.4486 -1.23 0.86 0.44
Br -3.9080 0.9702 -0.3320 -0.19 0.05 -0.10
H 1.9188 -1.1558 -0.6455 0.12 0.16 0.00
H -2.6896 0.6775 1.8248 -0.07 0.02 -0.05
H 1.8507 0.9948 -1.4239 -0.02 -0.01 0.07
H 1.6657 2.4154 -0.3629 -0.03 -0.09 -0.01
H 2.3228 0.8930 0.2904 -0.06 -0.01 -0.07
```
Positions in Å, forces in eV/Å.

Its total charge is -1. The calculation puts the strongest force on any atom at 4.43 eV/Å. The calculation puts the electronic energy at -94812.600 eV. The calculation puts the HOMO energy at -4.280 eV. Its molecular weight is 251.08 g mol⁻¹. The calculation puts the HOMO-LUMO gap at 7.31 eV.


# 5
Entry from OMol25: the ion C4H7N3O2 with charge +2 at a distorted geometry (the ωB97M-V functional and the def2-TZVPD basis).

```
16
Properties=species:S:1:pos:R:3:forces:R:3
N -0.6208 -2.2852 -0.4167 -4.71 2.94 -0.61
C -0.5582 -1.1098 0.0814 3.18 0.83 0.37
N -1.6199 -0.2454 0.2212 0.65 -0.33 -1.47
C -1.6219 1.0593 0.0313 0.72 0.26 0.73
N -0.6444 1.8631 -0.3717 1.51 0.17 1.27
O 0.7692 1.4526 -0.4781 -1.29 1.51 -2.14
C 1.3010 0.6230 0.3069 -3.20 -3.81 3.81
C 2.7910 0.0486 0.1695 0.55 1.02 -0.50
O 3.1610 -1.0628 0.0402 -1.36 0.10 0.15
H 0.1633 -2.8244 -0.4317 2.66 -2.11 -0.17
H -1.4675 -2.5260 -0.9651 0.67 -0.81 0.43
H -2.5206 -0.6365 0.2757 -1.88 -0.57 0.49
H -2.5544 1.5240 0.3305 -0.10 0.55 -0.54
H -0.6675 2.9125 -0.2772 -0.09 -1.26 -0.31
H 0.6456 0.2964 1.2456 2.14 1.11 -1.61
H 3.4441 0.9106 0.2380 0.57 0.42 0.11
```
Positions in Å, forces in eV/Å.

Its total charge is +2. As for the SMILES: [NH2+]=C=[NH+]/C=[NH+]\O/C=C/[O-]. As for the energy relative to the best compared isomer or geometry (same formula, charge and spin): 127.1 kcal/mol. The calculation puts the strongest force on any atom at 6.27 eV/Å. The calculation puts the electronic energy at -12801.989 eV. The calculation puts the HOMO energy at -18.500 eV. Its molecular weight is 129.12 g mol⁻¹. The calculation puts the HOMO-LUMO gap at 8.64 eV.